(1)
Density functional theory data (ωB97M-V/def2-TZVPD) for a structure of composition C38H29Cl2FeO7PS.

Results
- energy (a.u.) = -4915.946621
- HOMO energy (alpha / beta) (eV) = -3.776 / -5.374
- charge = -1
- multiplicity = 6
- molar mass (u) = 787.44
- HOMO-LUMO gap (alpha / beta) (Ha) = 0.223 / 0.281
- relative energy (zero: lowest compared OMol25 entry of this formula, charge and spin) (kJ/mol) = 0.0

Positions of all 79 atoms, in Å:
Fe (1.041, -0.531, -0.915)
C (-3.692, -1.613, 1.941)
C (-2.353, -1.934, 2.116)
C (-1.370, -1.028, 1.745)
C (-1.709, 0.210, 1.200)
C (-3.054, 0.522, 1.025)
C (-4.038, -0.387, 1.393)
P (-0.281, 1.294, 0.773)
C (0.201, 1.910, 2.438)
C (-0.591, 1.837, 3.582)
C (-0.116, 2.310, 4.797)
C (1.157, 2.857, 4.887)
C (1.960, 2.922, 3.756)
C (1.485, 2.444, 2.543)
C (-1.167, 2.760, 0.053)
C (-1.989, 3.494, 0.870)
C (-2.884, 4.461, 0.365)
C (-2.982, 4.657, -0.978)
C (-2.124, 3.970, -1.869)
C (-2.230, 4.172, -3.269)
C (-1.360, 3.572, -4.127)
C (-0.283, 2.821, -3.613)
C (-0.181, 2.606, -2.276)
C (-1.148, 3.080, -1.347)
H (-4.462, -2.322, 2.218)
H (-2.066, -2.895, 2.527)
H (-0.327, -1.287, 1.879)
H (-3.342, 1.457, 0.565)
H (-5.079, -0.139, 1.228)
H (-1.583, 1.403, 3.527)
H (-0.744, 2.247, 5.678)
H (1.525, 3.224, 5.837)
H (2.959, 3.334, 3.819)
H (2.120, 2.480, 1.663)
H (-1.999, 3.297, 1.933)
H (-3.525, 5.003, 1.049)
H (-3.698, 5.363, -1.385)
H (-3.017, 4.818, -3.640)
H (-1.463, 3.698, -5.197)
H (0.487, 2.423, -4.260)
Cl (6.203, 4.738, 0.642)
C (5.181, 3.385, 0.191)
C (5.640, 2.086, 0.392)
C (4.817, 1.024, 0.053)
C (3.540, 1.208, -0.492)
O (2.786, 0.179, -0.744)
C (3.094, 2.555, -0.731)
C (1.872, 2.895, -1.314)
O (0.959, 1.986, -1.792)
C (3.946, 3.626, -0.350)
H (6.617, 1.916, 0.823)
H (5.137, 0.003, 0.216)
H (1.576, 3.932, -1.412)
H (3.613, 4.647, -0.500)
Cl (-2.243, -2.294, -4.712)
C (-1.002, -1.393, -3.796)
C (-1.568, -0.559, -2.644)
O (-2.744, -0.258, -2.597)
O (-0.660, -0.150, -1.816)
H (-0.519, -0.710, -4.493)
H (-0.270, -2.100, -3.427)
C (-1.022, -8.436, 0.281)
C (-0.331, -7.128, -0.003)
C (-1.058, -5.997, -0.363)
C (-0.423, -4.790, -0.607)
C (0.957, -4.712, -0.494)
C (1.703, -5.827, -0.143)
C (1.054, -7.028, 0.096)
S (1.751, -3.145, -0.684)
O (1.288, -2.557, -1.955)
O (3.167, -3.371, -0.594)
O (1.176, -2.295, 0.390)
H (-2.103, -8.342, 0.175)
H (-0.810, -8.775, 1.297)
H (-0.680, -9.216, -0.402)
H (-2.137, -6.060, -0.452)
H (-0.992, -3.909, -0.881)
H (2.777, -5.733, -0.058)
H (1.633, -7.904, 0.369)



(2)
Density functional theory data (ωB97M-V/def2-TZVPD) for a structure of composition C38H29F10IrN6O2S2Se.

Results
- energy (a.u.) = -6245.016900
- HOMO energy (alpha / beta) (eV) = -3.583 / -5.009
- charge = -1
- multiplicity = 6
- molar mass (u) = 1126.98
- HOMO-LUMO gap (alpha / beta) (Ha) = 0.200 / 0.181
- relative energy (zero: lowest compared OMol25 entry of this formula, charge and spin) (kJ/mol) = 224.6

Positions of all 89 atoms, in Å:
Ir (-0.716, -0.625, -0.587)
C (1.031, 0.395, 2.248)
N (1.098, 0.062, 0.831)
C (1.873, -1.184, 0.641)
C (1.038, -2.450, 0.824)
N (0.052, -2.504, -0.237)
C (-0.780, -3.548, -0.404)
C (-1.643, -3.550, -1.677)
F (-2.851, -2.346, -3.726)
C (-2.964, -4.241, -1.433)
F (-4.018, -3.956, -2.192)
C (-3.080, -5.218, -0.509)
F (-4.215, -5.924, -0.405)
C (-2.025, -5.498, 0.375)
F (-2.107, -6.556, 1.195)
C (-0.945, -4.631, 0.446)
F (-0.084, -4.824, 1.481)
C (1.682, 1.165, 0.062)
C (0.917, 2.482, 0.112)
N (-0.488, 2.437, -0.276)
C (-1.264, 3.576, -0.151)
C (-2.657, 3.487, 0.059)
F (-3.213, 2.310, 0.347)
C (-3.495, 4.582, 0.054)
F (-4.807, 4.414, 0.212)
C (-2.977, 5.860, -0.078)
F (-3.779, 6.927, -0.090)
C (-1.610, 6.001, -0.187)
F (-1.074, 7.220, -0.299)
C (-0.783, 4.890, -0.222)
F (0.533, 5.136, -0.369)
H (2.029, 0.641, 2.638)
H (0.634, -0.453, 2.805)
H (0.377, 1.249, 2.409)
H (2.742, -1.207, 1.314)
H (2.228, -1.189, -0.389)
H (0.558, -2.452, 1.812)
H (1.708, -3.314, 0.781)
H (1.778, 0.838, -0.969)
H (2.692, 1.397, 0.437)
H (1.479, 3.155, -0.540)
H (0.965, 2.900, 1.123)
C (4.623, -1.864, -2.518)
N (4.115, -0.761, -3.288)
C (2.959, -0.044, -2.987)
Se (1.181, -1.147, -2.869)
N (2.909, 0.928, -3.981)
C (3.970, 0.831, -4.854)
C (4.359, 1.581, -5.949)
C (5.546, 1.219, -6.586)
C (6.306, 0.146, -6.144)
C (5.922, -0.609, -5.036)
C (4.747, -0.248, -4.400)
H (3.896, -2.129, -1.757)
H (5.568, -1.600, -2.035)
H (4.784, -2.733, -3.159)
H (2.147, 1.578, -4.058)
H (3.769, 2.416, -6.302)
H (5.884, 1.792, -7.440)
H (7.219, -0.111, -6.666)
H (6.518, -1.440, -4.686)
C (-5.467, -2.099, -5.381)
C (-6.325, -1.054, -6.032)
O (-7.496, -1.166, -6.276)
S (-5.463, 0.432, -6.633)
C (-4.295, 0.759, -5.339)
C (-2.929, 0.842, -5.598)
C (-2.047, 1.115, -4.578)
C (-2.500, 1.302, -3.247)
C (-3.904, 1.235, -3.011)
C (-4.774, 0.974, -4.039)
C (-1.638, 1.552, -2.198)
C (-1.019, 1.357, -1.069)
H (-6.086, -2.903, -4.986)
H (-4.842, -1.700, -4.589)
H (-4.788, -2.500, -6.135)
H (-2.566, 0.646, -6.598)
H (-0.981, 1.143, -4.765)
H (-4.279, 1.364, -2.006)
H (-5.837, 0.909, -3.839)
S (-1.793, -1.811, -2.405)
C (-0.879, -4.266, -2.716)
N (-0.255, -4.819, -3.508)
C (-2.251, -0.026, 2.016)
C (-2.165, -0.885, 0.764)
O (-2.914, -1.828, 0.634)
H (-3.268, 0.360, 2.102)
H (-1.551, 0.804, 1.995)
H (-2.050, -0.669, 2.875)



(3)
Density functional theory data (ωB97M-V/def2-TZVPD) for a structure of composition C38H29N6O7PS5Ti.

Results
- energy (a.u.) = -5502.568579
- HOMO energy (eV) = -7.770
- multiplicity = 1
- molar mass (u) = 920.86
- HOMO-LUMO gap (Ha) = 0.231
- relative energy (zero: lowest compared OMol25 entry of this formula, charge and spin) (kJ/mol) = 200.9

Positions of all 87 atoms, in Å:
Ti (0.786, -0.198, 0.417)
O (2.743, -0.320, 0.632)
C (3.647, 0.514, 0.552)
C (3.460, 1.876, 0.160)
C (4.563, 2.716, -0.016)
C (4.378, 4.003, -0.448)
C (3.095, 4.486, -0.744)
C (2.000, 3.685, -0.563)
C (2.142, 2.365, -0.082)
O (1.095, 1.638, 0.164)
N (5.534, 4.878, -0.605)
O (5.324, 6.043, -0.880)
O (6.638, 4.390, -0.448)
H (4.674, 0.180, 0.738)
H (5.566, 2.360, 0.182)
H (2.989, 5.495, -1.116)
H (1.002, 4.041, -0.777)
N (1.368, 2.914, 4.903)
C (1.295, 1.609, 4.516)
C (1.610, 1.221, 3.204)
N (1.512, -0.037, 2.801)
C (1.163, -0.944, 3.720)
C (0.885, -0.558, 5.019)
N (0.934, 0.704, 5.421)
H (1.384, 3.624, 4.193)
H (0.919, 3.153, 5.770)
H (1.910, 1.966, 2.480)
H (1.098, -1.974, 3.402)
H (0.594, -1.287, 5.766)
O (-4.307, -0.008, -1.863)
C (-3.406, 0.788, -2.476)
C (-3.805, 1.862, -3.268)
C (-2.866, 2.682, -3.863)
C (-1.509, 2.453, -3.675)
C (-1.107, 1.401, -2.876)
C (-2.040, 0.557, -2.272)
C (-1.564, -0.533, -1.382)
O (-2.150, -1.545, -1.121)
O (-0.342, -0.278, -0.860)
H (-5.200, 0.289, -2.073)
H (-4.863, 2.067, -3.388)
H (-3.194, 3.519, -4.464)
H (-0.774, 3.103, -4.132)
H (-0.055, 1.210, -2.709)
S (-3.575, 4.895, -0.910)
C (-3.217, 3.503, -0.109)
S (-1.576, 3.070, 0.332)
C (-2.150, 1.538, 0.998)
N (-3.421, 1.412, 0.899)
N (-4.026, 2.477, 0.287)
C (-5.445, 2.363, 0.145)
C (-5.987, 1.076, 0.139)
C (-7.358, 0.903, 0.055)
C (-8.200, 2.003, -0.022)
C (-7.657, 3.277, -0.024)
C (-6.285, 3.468, 0.062)
S (-1.152, 0.440, 1.875)
H (-5.329, 0.224, 0.203)
H (-7.765, -0.100, 0.049)
H (-9.273, 1.866, -0.070)
H (-8.306, 4.140, -0.092)
H (-5.885, 4.467, 0.064)
S (2.141, -1.502, -1.729)
P (1.647, -2.980, -0.468)
S (0.289, -2.557, 0.971)
C (1.100, -4.435, -1.404)
C (2.064, -5.197, -2.061)
C (1.689, -6.360, -2.713)
C (0.356, -6.754, -2.713)
C (-0.604, -5.975, -2.086)
C (-0.237, -4.809, -1.427)
C (3.115, -3.615, 0.419)
C (4.369, -3.043, 0.276)
C (5.450, -3.568, 0.973)
C (5.277, -4.672, 1.792)
C (4.021, -5.254, 1.925)
C (2.938, -4.723, 1.246)
H (3.098, -4.877, -2.057)
H (2.436, -6.964, -3.211)
H (0.070, -7.676, -3.201)
H (-1.643, -6.277, -2.101)
H (-0.980, -4.192, -0.935)
H (4.490, -2.207, -0.401)
H (6.430, -3.119, 0.865)
H (6.124, -5.091, 2.320)
H (3.888, -6.126, 2.551)
H (1.950, -5.157, 1.349)



(4)
Density functional theory data (ωB97M-V/def2-TZVPD) for a structure of composition C38H30BClF2NNiOP.

Results
- energy (a.u.) = -4130.610669
- HOMO energy (eV) = -0.227
- charge = -2
- multiplicity = 1
- molar mass (u) = 690.59
- HOMO-LUMO gap (Ha) = 0.170
- relative energy (zero: lowest compared OMol25 entry of this formula, charge and spin) (kJ/mol) = 109.8

Positions of all 76 atoms, in Å:
Ni (0.435, 0.024, 1.183)
O (2.507, 0.999, 3.346)
C (1.563, 1.511, 2.669)
C (1.856, 2.698, 1.812)
C (2.970, 3.489, 2.115)
C (3.246, 4.636, 1.394)
C (2.426, 5.016, 0.334)
C (1.337, 4.222, 0.001)
C (1.044, 3.070, 0.726)
P (-0.203, 1.826, 0.238)
C (-0.031, 1.942, -1.597)
C (1.232, 1.682, -2.131)
C (1.441, 1.691, -3.500)
C (0.388, 1.961, -4.366)
C (-0.870, 2.221, -3.848)
C (-1.078, 2.211, -2.473)
C (-1.850, 2.638, 0.439)
C (-2.895, 1.811, 0.842)
C (-4.180, 2.313, 0.995)
C (-4.432, 3.659, 0.766)
C (-3.392, 4.497, 0.385)
C (-2.111, 3.988, 0.221)
H (3.601, 3.161, 2.931)
H (4.114, 5.238, 1.645)
H (2.654, 5.900, -0.251)
H (0.748, 4.471, -0.875)
H (2.050, 1.462, -1.455)
H (2.427, 1.472, -3.893)
H (0.548, 1.957, -5.438)
H (-1.702, 2.421, -4.513)
H (-2.071, 2.402, -2.086)
H (-2.681, 0.767, 1.051)
H (-4.981, 1.654, 1.306)
H (-5.432, 4.056, 0.893)
H (-3.578, 5.552, 0.218)
H (-1.307, 4.652, -0.071)
F (-0.841, 2.267, 3.070)
B (0.059, 1.231, 2.970)
F (-0.324, 0.135, 3.673)
Cl (2.327, -5.641, -2.762)
C (2.357, -4.196, -1.753)
C (2.299, -2.944, -2.340)
C (2.308, -1.816, -1.540)
C (2.377, -1.878, -0.132)
C (2.377, -0.692, 0.707)
C (2.423, -3.180, 0.412)
C (2.412, -4.318, -0.374)
H (2.222, -2.853, -3.417)
H (2.237, -0.846, -2.017)
H (2.876, 0.157, 0.232)
H (2.812, -0.865, 1.691)
H (2.460, -3.290, 1.490)
H (2.439, -5.300, 0.083)
C (-1.744, -2.593, -3.211)
C (-1.210, -3.575, -2.379)
C (-0.911, -3.310, -1.057)
C (-1.117, -2.032, -0.488)
C (-1.672, -1.063, -1.345)
C (-1.970, -1.333, -2.670)
N (-0.745, -1.700, 0.795)
C (-0.796, -2.669, 1.767)
C (0.090, -2.628, 2.865)
C (0.028, -3.556, 3.886)
C (-0.917, -4.579, 3.881)
C (-1.811, -4.632, 2.817)
C (-1.758, -3.707, 1.789)
H (-1.963, -2.802, -4.252)
H (-0.987, -4.560, -2.778)
H (-0.450, -4.080, -0.453)
H (-1.865, -0.079, -0.942)
H (-2.379, -0.541, -3.289)
H (0.837, -1.844, 2.898)
H (0.738, -3.479, 4.704)
H (-0.961, -5.305, 4.685)
H (-2.572, -5.406, 2.789)
H (-2.478, -3.769, 0.982)



- Which value of molar mass does entry 3 give?
  920.86 u